Entry from the OMol25 dataset: a structure of composition C17H29Cl2HfN9O3S (ωB97M-V/def2-TZVPD).

Output
Max |F| in eV Å⁻¹: 0.901
ΔE to the lowest compared entry with this formula, charge and spin in kcal/mol: 0.0
HOMO level in eV: -19.69
Molar mass in g/mol: 688.94
Multiplicity: 1
E_LUMO in eV: -11.6022
Charge: +4
DFT total energy in Ha: -2749.16106

Structure (XYZ):
```
62
Properties=species:S:1:pos:R:3:nbo_charge:R:1
Hf 0.2804 -0.1928 -1.1898 2.4078
Cl 1.2398 -2.7759 -1.5598 0.1008
Cl 1.7835 -0.7221 -3.5455 0.1129
S -2.7616 -1.3307 -2.2426 1.2130
O -1.3028 -0.6739 -2.3699 -1.0546
O -0.7559 0.8992 0.2824 -0.7394
O -0.5303 -1.2382 0.4720 -0.7428
N 4.8896 1.3004 0.3113 -0.2558
N 0.6868 1.8587 -2.0258 -0.6905
N -3.3806 0.4472 1.1091 -0.8329
N -2.2528 0.2742 6.5697 -0.5704
N 2.1280 3.5746 -2.0709 -0.1509
N 2.4069 0.3500 -0.4712 -0.5983
N 1.0057 3.8592 -2.7588 -0.2792
N -4.2724 -0.4162 7.4896 -0.7539
N -2.2983 -0.8962 8.5568 -0.7437
C -3.7282 -2.4368 -4.4986 -0.4213
C 1.9118 2.3671 -1.6434 0.2965
C 0.1429 2.8608 -2.7262 0.2748
C -1.1431 -0.1793 0.8698 0.8644
C 4.4700 0.0951 0.6715 0.0438
C 2.1180 -2.4191 -3.0926 -0.3460
C 3.2269 -0.3940 0.2871 0.0348
C -2.6925 -2.7289 -3.4089 -0.5536
C -3.8092 -0.3259 -3.3191 -0.5564
C -2.2993 -0.2027 1.8365 -0.1548
C 4.0827 2.0465 -0.4322 0.0801
C -2.8306 1.1083 5.5144 -0.2266
C -1.9052 0.3939 3.2093 -0.4102
C -3.7117 -0.9288 -4.7155 -0.4212
C -3.0951 0.4012 4.1759 -0.4206
C -2.9473 -0.3362 7.5418 0.6812
C 2.8361 1.5800 -0.8276 0.1268
H -2.7925 -1.3594 9.3032 0.4392
H -3.3386 1.4579 1.1804 0.3830
H -1.5528 1.4195 3.0588 0.2184
H 0.9103 4.7605 -3.2172 0.4772
H -2.7926 -0.6080 -5.2094 0.2232
H -3.5094 0.7136 -3.1910 0.2662
H -4.8062 -0.4454 -2.8839 0.2769
H -1.0720 -0.1822 3.6231 0.2227
H -4.7950 -0.8032 8.2599 0.4413
H 3.1807 -2.5349 -2.9112 0.2799
H -3.4389 -0.6203 4.3618 0.2234
H -2.5528 -1.2579 1.9547 0.2432
H -3.4744 -2.9956 -5.3983 0.2781
H -1.3064 -0.7787 8.6806 0.4301
H -4.5499 -0.5917 -5.3238 0.2816
H -4.8041 0.0198 6.7578 0.4244
H 4.4225 3.0333 -0.7250 0.2635
H -1.6716 -2.7047 -3.7955 0.2486
H -3.7511 1.5537 5.8925 0.2253
H 5.1324 -0.5086 1.2804 0.2581
H -4.2870 0.1393 1.4367 0.3991
H 1.7310 -3.0743 -3.8646 0.2810
H -0.8227 2.8726 -3.2057 0.2619
H -2.1552 1.9533 5.3755 0.2348
H -2.8487 -3.6465 -2.8447 0.2794
H -4.7162 -2.7701 -4.1782 0.2446
H 2.8911 -1.3786 0.5862 0.2361
H -3.9257 0.9275 3.7010 0.2259
H -1.2564 0.3195 6.7080 0.4188
```

Entry from the OMol25 dataset: a structure of composition C17H29Cl2HfN9O3S (ωB97M-V/def2-TZVPD).

Output
Max |F| in eV Å⁻¹: 1.728
ΔE to the lowest compared entry with this formula, charge and spin in kcal/mol: 12.4
HOMO level in eV: -19.75
Molar mass in g/mol: 688.94
Multiplicity: 1
E_LUMO in eV: -11.6226
Charge: +4
DFT total energy in Ha: -2749.14128

Structure (XYZ):
```
62
Properties=species:S:1:pos:R:3:nbo_charge:R:1
Hf -1.8461 -1.1293 -0.5781 2.3292
Cl -3.5797 -2.7237 -2.0269 0.1275
Cl -2.4185 -0.3942 -3.1677 0.1094
S 1.0181 -2.0195 -1.8354 1.1963
O -0.7872 -0.4919 1.0479 -0.7142
O -0.5941 0.4760 -0.8643 -0.7335
O -0.5095 -2.2872 -1.4324 -1.0314
N -3.7729 -0.2560 -0.0041 -0.6177
N 5.2247 5.1111 2.1437 -0.7547
N -4.2247 -3.0255 2.2916 -0.1447
N 1.8925 -0.4461 1.3669 -0.8348
N -6.2050 0.5574 1.0368 -0.2538
N 4.0380 6.7440 1.0494 -0.7449
N 2.9063 4.9880 2.0188 -0.5675
N -3.3230 -4.0081 2.3313 -0.2750
N -2.5682 -2.6597 0.8337 -0.6796
C -5.6019 1.2630 0.0895 0.0470
C 1.9059 -3.4309 -3.9600 -0.4220
C -4.4032 -0.9728 0.9614 0.1324
C 1.8530 -3.6018 -1.5365 -0.5530
C 2.7456 3.7442 2.7686 -0.2199
C 0.9917 -2.2453 -3.6512 -0.5482
C -2.3342 -3.8038 1.4717 0.2777
C 1.3046 2.0679 1.4290 -0.4071
C -3.7599 -2.2098 1.3913 0.2825
C -3.5122 -1.7628 -3.5191 -0.3581
C -5.6262 -0.5469 1.4777 0.0834
C -4.3790 0.8645 -0.4355 0.0454
C 4.0590 5.6125 1.7481 0.6812
C -0.0782 0.2588 0.2933 0.8523
C 1.3140 0.7001 0.6783 -0.1526
C 1.7240 -4.4221 -2.8134 -0.4218
C 2.7101 2.4586 1.9102 -0.4191
H -6.1373 -1.1099 2.2507 0.2653
H 0.6317 1.9948 2.2881 0.2190
H 0.7458 -4.9034 -2.8696 0.2257
H 3.5503 3.6595 3.4968 0.2222
H 2.4804 -5.2056 -2.8339 0.2823
H 2.8927 -3.3303 -1.3346 0.2756
H 5.2809 4.3214 2.7618 0.4250
H -3.0985 -2.3629 -4.3230 0.2780
H 1.4277 -4.0497 -0.6392 0.2720
H -1.4951 -4.4652 1.3251 0.2648
H 1.8538 0.8428 -0.2608 0.2385
H 1.8279 3.8356 3.3477 0.2359
H 4.8836 7.2662 0.8825 0.4386
H 3.1756 7.1984 0.8011 0.4296
H 2.9442 -3.1039 -4.0313 0.2428
H 2.8967 -0.3626 1.4514 0.3962
H 3.3747 2.5806 1.0503 0.2225
H 1.2949 -1.3118 -4.1229 0.2766
H 6.0718 5.6480 2.0379 0.4404
H 1.6360 -3.8649 -4.9219 0.2783
H -6.1035 2.1584 -0.2575 0.2620
H -3.4598 -4.7909 2.9635 0.4780
H -0.0497 -2.4661 -3.8873 0.2464
H -3.8802 1.4439 -1.2017 0.2372
H 2.0646 5.4434 1.7068 0.4186
H 3.1057 1.6534 2.5295 0.2254
H 1.5105 -0.5619 2.2995 0.3846
H 0.9126 2.8302 0.7505 0.2224
H -4.5016 -1.3964 -3.7743 0.2852
```

> Which of these has the highest DFT total energy?

number 2

Copy entry 1 word for word.
Entry from the OMol25 dataset: a structure of composition C17H29Cl2HfN9O3S (ωB97M-V/def2-TZVPD).

Output
Max |F| in eV Å⁻¹: 0.901
ΔE to the lowest compared entry with this formula, charge and spin in kcal/mol: 0.0
HOMO level in eV: -19.69
Molar mass in g/mol: 688.94
Multiplicity: 1
E_LUMO in eV: -11.6022
Charge: +4
DFT total energy in Ha: -2749.16106

Structure (XYZ):
```
62
Properties=species:S:1:pos:R:3:nbo_charge:R:1
Hf 0.2804 -0.1928 -1.1898 2.4078
Cl 1.2398 -2.7759 -1.5598 0.1008
Cl 1.7835 -0.7221 -3.5455 0.1129
S -2.7616 -1.3307 -2.2426 1.2130
O -1.3028 -0.6739 -2.3699 -1.0546
O -0.7559 0.8992 0.2824 -0.7394
O -0.5303 -1.2382 0.4720 -0.7428
N 4.8896 1.3004 0.3113 -0.2558
N 0.6868 1.8587 -2.0258 -0.6905
N -3.3806 0.4472 1.1091 -0.8329
N -2.2528 0.2742 6.5697 -0.5704
N 2.1280 3.5746 -2.0709 -0.1509
N 2.4069 0.3500 -0.4712 -0.5983
N 1.0057 3.8592 -2.7588 -0.2792
N -4.2724 -0.4162 7.4896 -0.7539
N -2.2983 -0.8962 8.5568 -0.7437
C -3.7282 -2.4368 -4.4986 -0.4213
C 1.9118 2.3671 -1.6434 0.2965
C 0.1429 2.8608 -2.7262 0.2748
C -1.1431 -0.1793 0.8698 0.8644
C 4.4700 0.0951 0.6715 0.0438
C 2.1180 -2.4191 -3.0926 -0.3460
C 3.2269 -0.3940 0.2871 0.0348
C -2.6925 -2.7289 -3.4089 -0.5536
C -3.8092 -0.3259 -3.3191 -0.5564
C -2.2993 -0.2027 1.8365 -0.1548
C 4.0827 2.0465 -0.4322 0.0801
C -2.8306 1.1083 5.5144 -0.2266
C -1.9052 0.3939 3.2093 -0.4102
C -3.7117 -0.9288 -4.7155 -0.4212
C -3.0951 0.4012 4.1759 -0.4206
C -2.9473 -0.3362 7.5418 0.6812
C 2.8361 1.5800 -0.8276 0.1268
H -2.7925 -1.3594 9.3032 0.4392
H -3.3386 1.4579 1.1804 0.3830
H -1.5528 1.4195 3.0588 0.2184
H 0.9103 4.7605 -3.2172 0.4772
H -2.7926 -0.6080 -5.2094 0.2232
H -3.5094 0.7136 -3.1910 0.2662
H -4.8062 -0.4454 -2.8839 0.2769
H -1.0720 -0.1822 3.6231 0.2227
H -4.7950 -0.8032 8.2599 0.4413
H 3.1807 -2.5349 -2.9112 0.2799
H -3.4389 -0.6203 4.3618 0.2234
H -2.5528 -1.2579 1.9547 0.2432
H -3.4744 -2.9956 -5.3983 0.2781
H -1.3064 -0.7787 8.6806 0.4301
H -4.5499 -0.5917 -5.3238 0.2816
H -4.8041 0.0198 6.7578 0.4244
H 4.4225 3.0333 -0.7250 0.2635
H -1.6716 -2.7047 -3.7955 0.2486
H -3.7511 1.5537 5.8925 0.2253
H 5.1324 -0.5086 1.2804 0.2581
H -4.2870 0.1393 1.4367 0.3991
H 1.7310 -3.0743 -3.8646 0.2810
H -0.8227 2.8726 -3.2057 0.2619
H -2.1552 1.9533 5.3755 0.2348
H -2.8487 -3.6465 -2.8447 0.2794
H -4.7162 -2.7701 -4.1782 0.2446
H 2.8911 -1.3786 0.5862 0.2361
H -3.9257 0.9275 3.7010 0.2259
H -1.2564 0.3195 6.7080 0.4188
```